(1)
50
Properties=species:S:1:pos:R:3:mulliken_charge:R:1 method="wB97M-V/def2-TZVPD" homo_energy_ev=7.8 orbital_gap_ha=0.06109 charge=-5 lumo_energy_ev=9.49
Cu -0.590 -1.412 1.424 1.25
S -3.282 0.629 2.056 0.93
O -1.908 0.256 2.196 -0.56
O -3.445 2.079 2.075 -0.80
O -3.766 0.064 0.808 -0.84
O -4.068 -0.005 3.106 -0.79
S -2.333 -3.770 1.577 0.98
O -2.254 -5.103 2.162 -0.80
O -3.314 -3.712 0.549 -0.72
O -2.693 -2.724 2.545 -0.64
O -1.058 -3.469 0.968 -0.74
S 1.382 -2.127 3.316 1.14
O 1.565 -1.949 1.880 -0.64
O 1.037 -3.531 3.570 -0.71
O 2.559 -1.691 4.107 -0.76
O 0.211 -1.289 3.559 -0.65
C -3.071 -1.632 -2.922 -1.55
C -1.784 -1.019 -2.454 0.09
C -1.562 0.449 -2.947 -0.31
O -2.719 1.283 -2.903 -0.21
C -2.453 2.700 -3.067 -0.79
N -1.778 -1.177 -1.009 -0.20
H -2.926 -1.905 -3.967 0.51
H -3.928 -0.969 -2.809 0.27
H -3.299 -2.583 -2.439 0.39
H -0.999 -1.647 -2.875 0.47
H -1.222 0.341 -3.977 0.33
H -0.772 0.977 -2.413 -0.10
H -1.546 2.944 -2.514 0.27
H -3.306 3.181 -2.589 0.25
H -2.402 3.015 -4.109 0.26
H -1.822 -2.163 -0.793 0.23
H -2.682 -0.849 -0.700 0.18
C 5.139 1.468 -0.505 -2.99
C 4.597 2.013 0.835 -0.34
C 3.052 2.065 0.718 -1.42
O 2.312 0.854 0.523 0.34
C 0.959 0.994 0.160 -0.53
N 5.055 1.215 1.974 -0.32
H 4.815 2.125 -1.312 0.42
H 4.822 0.482 -0.843 -0.08
H 6.228 1.473 -0.540 1.92
H 4.937 3.040 0.966 0.46
H 2.707 2.861 0.059 0.58
H 2.732 2.330 1.726 0.13
H 0.535 0.035 -0.139 -0.07
H 0.872 1.742 -0.628 0.28
H 0.358 1.378 0.985 0.39
H 6.016 0.966 1.789 0.24
H 5.094 1.762 2.823 0.26

(2)
13
Properties=species:S:1:pos:R:3:mulliken_charge:R:1 method="wB97M-V/def2-TZVPD" homo_energy_ev=-7.1 orbital_gap_ha=0.29709 charge=0 lumo_energy_ev=0.98
C 0.274 -1.672 -0.836 -1.09
C 0.164 -0.420 -0.039 0.50
N 1.159 -0.220 0.946 -0.64
C -0.590 0.560 -0.404 -0.28
N -1.058 1.684 0.361 -0.55
H 0.120 -1.392 -1.900 0.28
H 1.204 -2.244 -0.572 0.33
H -0.548 -2.354 -0.676 0.25
H 2.197 -0.289 0.595 0.25
H 1.059 0.807 1.152 0.29
H -0.848 0.660 -1.475 0.23
H -1.142 1.501 1.373 0.21
H -1.838 2.247 0.026 0.23

(3)
13
Properties=species:S:1:pos:R:3:mulliken_charge:R:1 method="wB97M-V/def2-TZVPD" homo_energy_ev=-2.5 orbital_gap_ha=0.20031 charge=-1 lumo_energy_ev=2.93
O 1.479 1.518 -1.191 -0.86
C 1.782 0.691 -0.189 -0.48
C 0.571 0.382 0.764 -0.56
C -0.359 -0.553 0.032 -0.60
S -1.986 -0.720 0.882 -0.13
S -3.209 -1.380 -0.648 -0.29
H 2.097 -0.341 -0.544 0.14
H 2.621 1.033 0.461 0.24
H 0.968 -0.032 1.698 0.34
H 0.036 1.306 0.975 0.31
H -0.584 -0.158 -0.939 0.38
H 0.066 -1.547 -0.074 0.37
H -3.482 -0.199 -1.228 0.14